1.
The following is a DFT calculation (wB97M-V/def2-TZVPD) of C3H8NOSi as an isolated structure at a distorted geometry.

**Charge**: +1
**Gap between HOMO and LUMO**: 8.76 eV
**E_HOMO**: -14.90 eV
**Energy above the lowest of the compared OMol25 structures with the same formula, charge and spin**: 1.097 eV

Last column: Löwdin charge in e.
Cartesian coordinates (Å):
C (0.5363, 0.6956, 0.3392)  -0.228
C (-0.8899, 1.3209, 0.0192)  -0.091
C (0.6951, -0.5329, -0.5289)  -0.357
N (-1.7645, 0.1940, -0.2403)  -0.118
O (-2.9599, 0.1960, -0.1581)  0.143
Si (-0.5934, -1.7440, 0.2085)  1.015
H (1.2917, 1.3940, 0.1704)  0.099
H (0.5217, 0.3539, 1.4362)  0.116
H (-1.4676, 1.9016, 0.6356)  0.117
H (-0.8107, 1.6989, -0.9441)  0.129
H (0.6435, -0.3507, -1.6191)  0.088
H (1.8307, -0.9364, -0.4847)  0.143
H (-1.1233, -2.8841, -0.5218)  -0.037
H (-0.3391, -1.6168, 1.6134)  -0.021

Forces on the atoms, in the same order (eV/Å):
C -2.69 -1.01 1.96
C 1.35 -2.70 -0.76
C 2.90 -2.27 -0.53
N -1.27 -3.98 2.03
O 1.47 1.16 -0.49
Si 1.25 2.67 -2.42
H 1.10 1.26 -0.08
H 0.34 0.87 -1.41
H -0.63 2.03 1.82
H 0.24 1.58 -1.94
H -0.55 0.04 0.48
H -2.53 0.77 0.39
H -0.38 -0.08 0.13
H -0.60 -0.33 0.81



2.
The following is a DFT calculation (wB97M-V/def2-TZVPD) of a 2-piece molecular cluster, C4H14N2O overall at a distorted geometry.

**Charge**: +2
**Gap between HOMO and LUMO**: 7.59 eV
**E_HOMO**: -15.62 eV
**Energy above the lowest of the compared OMol25 structures with the same formula, charge and spin**: 5.477 eV

Last column: Löwdin charge in e.
Cartesian coordinates (Å):
C (-1.7939, 0.8303, -0.0989)  -0.314
C (-0.7273, 1.6190, 0.6856)  -0.156
C (0.6788, 0.9785, 0.6180)  -0.004
C (1.2884, 1.0410, -0.6594)  -0.089
N (2.5659, 1.6287, -1.0923)  0.182
N (-1.8437, -0.4858, 0.4511)  -0.042
H (-1.6640, 0.9244, -1.1659)  0.111
H (-2.7314, 1.3421, 0.2248)  0.131
H (-0.9308, 1.3981, 1.7728)  0.131
H (-0.7232, 2.6431, 0.5117)  0.098
H (1.2250, 0.4427, 1.3777)  0.107
H (0.7283, 0.8382, -1.4665)  0.066
H (2.5325, 2.5484, -1.6038)  0.206
H (3.0661, 0.9210, -1.6547)  0.177
H (3.1770, 1.8292, -0.2605)  0.194
H (-2.3450, -0.3683, 1.3684)  0.110
H (-0.3730, -5.0754, 0.2247)  0.248
H (-2.3971, -1.0803, -0.2542)  0.112
H (0.5288, -4.4460, 1.0115)  0.208
H (-0.0919, -3.4531, -0.4015)  0.245
O (-0.1696, -4.0757, 0.4117)  0.278

Forces on the atoms, in the same order (eV/Å):
C -0.70 2.53 1.64
C 0.44 -4.75 2.19
C 1.59 0.85 -4.17
C -0.49 1.34 4.11
N 2.14 -0.99 1.46
N -1.08 -2.28 -0.82
H -0.01 -0.37 -0.32
H 0.38 0.07 -1.06
H -0.42 0.83 -0.89
H 0.34 1.75 -0.46
H 0.16 1.19 1.07
H -2.41 0.49 -2.95
H -0.58 -1.10 0.34
H 0.18 0.70 -0.16
H -0.48 -0.24 -0.74
H 0.42 -0.93 -1.43
H -1.21 2.07 -1.25
H 0.63 1.03 2.08
H 1.15 2.44 -0.02
H 0.65 -1.30 1.52
O -0.69 -3.31 -0.15



3.
The following is a DFT calculation (wB97M-V/def2-TZVPD) of one molecule with the formula C15H24N2O4S.

**Charge**: 0
**Gap between HOMO and LUMO**: 9.73 eV
**SMILES**: CCOC(=O)c1cc(S(=O)(=O)N[C@H]2CC[C@@H](C)CC2)cn1C
**E_HOMO**: -9.11 eV
**Energy above the lowest of the compared OMol25 structures with the same formula, charge and spin**: 1.013 eV

Last column: Löwdin charge in e.
Cartesian coordinates (Å):
C (4.3751, 2.2119, 0.7178)  -0.060
C (4.4163, 0.9354, 1.5462)  -0.214
O (3.2692, 0.1198, 1.3082)  -0.002
C (3.3179, -0.6961, 0.2448)  -0.429
O (4.2692, -0.7800, -0.4992)  0.104
C (2.0801, -1.4596, 0.1208)  -0.123
C (0.9485, -1.4045, 0.9200)  0.018
C (0.0311, -2.3119, 0.3852)  -0.278
S (-1.6086, -2.6549, 0.9775)  0.636
O (-2.2297, -3.5625, 0.0600)  -0.282
O (-1.5130, -3.0014, 2.3634)  -0.282
N (-2.4249, -1.2218, 0.9084)  -0.088
C (-2.9131, -0.7295, -0.3600)  -0.364
C (-1.8280, -0.0894, -1.2360)  -0.136
C (-1.3100, 1.2104, -0.6276)  -0.168
C (-2.4517, 2.2082, -0.4257)  -0.390
C (-1.9364, 3.5100, 0.1822)  -0.074
C (-3.5345, 1.5848, 0.4566)  -0.171
C (-4.0495, 0.2714, -0.1295)  -0.139
C (0.6261, -2.8953, -0.7144)  -0.044
N (1.8575, -2.3798, -0.8720)  -0.076
C (2.7870, -2.7462, -1.9043)  -0.005
H (3.4586, 2.7615, 0.9183)  0.077
H (5.2271, 2.8365, 0.9698)  0.077
H (4.4180, 1.9687, -0.3410)  0.075
H (4.3871, 1.1584, 2.6146)  0.124
H (5.3174, 0.3603, 1.3088)  0.122
H (0.8219, -0.7926, 1.7890)  0.125
H (-2.0377, -0.5304, 1.5279)  0.103
H (-3.2991, -1.6233, -0.8603)  0.137
H (-1.0083, -0.7955, -1.3760)  0.096
H (-2.2620, 0.1196, -2.2161)  0.124
H (-0.5533, 1.6443, -1.2855)  0.119
H (-0.8274, 1.0054, 0.3313)  0.108
H (-2.8903, 2.4303, -1.4055)  0.144
H (-1.4903, 3.3253, 1.1573)  0.079
H (-1.1821, 3.9598, -0.4595)  0.075
H (-2.7489, 4.2218, 0.3075)  0.076
H (-3.1312, 1.4094, 1.4563)  0.115
H (-4.3680, 2.2830, 0.5596)  0.117
H (-4.7836, -0.1726, 0.5431)  0.118
H (-4.5366, 0.4677, -1.0865)  0.121
H (0.2190, -3.6408, -1.3676)  0.138
H (2.3265, -3.4911, -2.5500)  0.096
H (3.6988, -3.1539, -1.4665)  0.102
H (3.0658, -1.8707, -2.4916)  0.099

Forces on the atoms, in the same order (eV/Å):
C -0.13 -0.39 0.12
C 0.50 0.30 -0.09
O -0.33 -0.15 -0.01
C 0.22 0.06 -0.02
O -0.07 0.01 0.05
C -0.49 0.21 0.50
C 0.42 0.07 -0.11
C -0.55 -0.37 0.04
S 0.35 0.20 0.23
O 0.07 0.20 -0.25
O 0.15 0.29 -0.04
N 0.28 -0.71 0.35
C -0.30 0.02 -0.89
C 0.08 -0.06 0.16
C -0.31 0.00 -0.37
C 0.23 0.10 0.40
C -0.15 -0.18 -0.23
C -0.10 -0.02 -0.46
C 0.14 -0.14 0.26
C -0.41 -0.15 0.09
N -0.19 0.12 0.24
C 0.55 -0.14 -0.52
H -0.05 0.09 0.02
H 0.09 0.10 0.02
H 0.03 0.03 -0.07
H 0.01 -0.08 -0.12
H -0.14 0.08 0.14
H 0.04 0.18 0.19
H 0.11 0.05 0.30
H -0.07 0.23 -0.06
H -0.04 0.04 -0.12
H 0.00 -0.02 -0.07
H 0.09 0.01 0.08
H 0.11 0.05 0.10
H -0.02 -0.04 -0.02
H 0.07 -0.01 0.14
H 0.10 0.10 -0.03
H -0.06 0.13 0.05
H 0.04 0.08 0.16
H 0.01 0.02 0.13
H -0.08 -0.05 -0.06
H -0.02 -0.02 -0.04
H 0.01 -0.15 -0.20
H -0.04 0.02 0.06
H -0.09 0.01 -0.07
H -0.04 -0.12 0.03